This record from OMol25 describes a 2-piece molecular cluster, C2H3Cl2N2O overall at a distorted geometry. The level of theory is the ωB97M-V functional and the def2-TZVPD basis.

Geometry as ORCA input:
```
! RIJCOSX wB97M-V def2-TZVPD def2/J DEFGRID3
* xyz 1 1
C -0.5011 -0.6963 0.5563
C 0.0598 0.7256 -1.3260
N 0.2347 -0.9302 2.5794
N 0.2636 0.1565 -0.0048
O -0.3711 -1.5734 3.2571
Cl 0.6697 2.4817 -1.3035
Cl 1.0077 -0.4507 -2.3775
H -1.3246 -0.9855 -0.0153
H -0.9530 0.5562 -1.8398
H 0.9143 0.7162 0.4740
*
```

Results
LUMO level (alpha / beta) = -6.5 / -6.5 eV
relative energy (zero: lowest compared OMol25 entry of this formula, charge and spin) = 0.467 eV
strongest force on any atom = 2.88 eV Å⁻¹
HOMO (alpha / beta) = -15.1 / -15.1 eV